ORCA calculation (ωB97M-V/def2-TZVPD) on a structure of composition C36H48N6O10S2Y at a distorted geometry.

Geometry as XYZ:
```
103
C36H48N6O10S2Y (ωB97M-V/def2-TZVPD)
H -3.65 1.28 3.74
H -3.53 3.10 -4.59
H -3.28 -3.71 -0.95
H 2.07 1.15 5.31
C 3.01 -5.11 1.70
H -2.92 3.60 5.16
C 2.81 -2.71 3.07
H 3.54 -0.20 -0.60
H -0.69 -4.66 -3.71
H -1.24 4.10 -2.74
O 5.03 -4.45 5.18
H -0.13 0.03 -4.03
S -0.08 2.79 1.09
H 0.86 4.98 -2.94
H -2.90 3.87 -2.18
H 0.06 0.66 -2.38
C -0.29 3.73 -0.33
O 4.14 -2.50 5.39
C 2.21 -4.09 1.19
H 1.40 0.76 -3.52
H 1.76 5.83 -1.68
C 2.22 -1.31 -1.94
C 2.10 3.59 -0.73
H -4.46 -3.05 0.17
H -3.09 2.98 0.14
C -1.94 3.56 4.69
H 4.90 -3.21 -1.86
H -2.90 -3.60 0.78
C 3.70 -4.95 2.89
H 1.12 3.60 5.23
H -2.26 4.05 1.28
H 0.86 -5.28 -4.31
H 2.02 2.63 -0.24
C 4.21 -2.75 -1.15
N 4.31 -3.55 4.82
H -4.75 -2.26 -2.06
C 3.58 -3.75 3.57
N 0.79 4.13 -1.01
H 4.10 -3.45 -0.32
O -2.05 -1.30 0.65
C 1.03 -3.61 -3.00
C -3.09 2.03 3.17
C -2.82 -1.74 -0.23
C 0.35 -4.86 -3.44
Y -0.35 0.07 0.62
O 1.68 0.56 -0.62
H 1.82 0.48 3.67
C 0.97 3.15 4.24
C -0.84 1.52 3.85
H 0.38 -5.61 -2.65
O -1.54 0.76 -0.92
H 1.67 -4.22 0.27
H -2.19 5.49 -2.15
H -5.32 -0.94 -4.04
N 0.37 1.84 4.35
C -3.40 -3.12 -0.05
O 3.74 -7.25 1.47
H 4.66 -1.84 -0.78
C 0.57 0.14 -3.20
O -4.14 1.13 -4.86
C 2.27 -3.68 -2.36
C 2.52 -0.24 -1.03
H -3.82 2.53 -6.25
H 2.65 4.27 -0.07
H 4.33 -5.75 3.28
C -3.41 2.26 -5.28
H -2.85 1.59 2.19
N -1.86 2.38 3.85
H -3.70 2.92 3.03
C -4.19 -1.37 -2.28
S -1.13 -0.07 3.27
C -2.45 0.25 -1.69
N -1.53 4.14 -0.66
C 2.12 -2.89 1.88
H -2.35 2.03 -5.38
H -1.20 3.53 5.48
C -1.98 4.42 -2.01
O 2.72 -6.34 -0.18
C 0.84 5.28 -1.89
C 1.33 0.78 4.60
N 3.17 -6.34 0.94
H 0.37 3.80 3.61
H -1.80 4.48 4.10
C -2.63 3.96 0.26
C 1.07 -1.21 -2.77
O 0.53 -2.03 0.34
H -2.19 1.82 -3.08
C 0.48 -2.35 -3.25
C -4.51 -0.65 -3.39
C -3.16 -0.97 -1.40
H 2.74 -1.78 3.61
H -0.42 -2.28 -3.84
C -3.78 0.52 -3.71
H 0.81 -0.08 5.02
H 0.01 5.95 -1.72
C 2.89 -2.55 -1.83
H -3.36 4.74 0.08
H 2.74 -4.64 -2.22
O 1.43 -0.62 1.76
C 1.30 -1.78 1.30
C -2.77 0.94 -2.88
H 2.65 3.48 -1.66
H 1.95 3.04 3.77
```

For the gap between HOMO and LUMO, the calculation gives 7.77 eV. The LUMO energy comes out at -2.9 eV. Its charge is +1. The value obtained for the energy above the lowest of the compared OMol25 structures with the same formula, charge and spin is 0.4382 eV. The calculation puts the HOMO energy at -10.6296 eV.

---

ORCA calculation (ωB97M-V/def2-TZVPD) on a cluster of 7 separate species, C36H49BN6O2P in total.

Geometry as XYZ:
```
95
C36H49BN6O2P (ωB97M-V/def2-TZVPD)
C 0.41 -5.29 -0.90
H 0.27 -3.36 -1.85
C 1.20 2.12 1.68
H -11.81 -2.82 -3.10
C 1.56 -0.07 5.74
C 3.25 0.51 -4.03
H 5.82 7.02 -1.46
H 0.04 -5.79 -0.01
C -6.33 1.12 1.23
H 3.98 -2.35 -2.33
C 0.00 -3.81 -0.90
H 2.99 -0.38 -0.04
C -5.06 1.68 1.24
C 6.51 -4.36 -0.42
H 1.35 0.22 3.61
H 0.10 5.30 1.91
C 1.27 3.50 1.85
H 1.82 -1.49 -1.41
C 5.97 -4.01 -1.81
H 1.28 -3.52 2.09
H 2.22 3.98 2.04
H -2.04 4.08 1.46
C 4.05 -1.28 -5.20
C 0.09 4.22 1.78
C 5.29 6.67 -0.58
H 2.42 -1.66 1.55
H 3.63 -3.59 0.43
H 0.94 -0.70 0.34
C -11.51 -2.34 -2.18
H 2.78 0.85 -3.12
H 5.75 5.46 2.53
H 1.41 -0.20 7.89
H 2.19 6.12 0.62
H 4.48 1.54 -7.00
N -9.83 -1.13 -0.97
H 7.06 6.25 0.58
H 5.87 -5.14 0.01
C 3.60 1.39 -5.05
C -1.06 2.17 1.38
H -13.34 -2.76 -1.12
N 3.92 5.76 1.66
H -4.68 2.18 2.13
C -0.30 0.73 6.99
H 4.89 -0.92 -7.14
H -6.22 -0.02 -1.94
H 4.51 -2.13 -0.03
H 0.04 -5.81 -1.78
H -3.98 1.04 -1.75
C 3.72 -3.21 -1.71
C -4.67 1.05 -0.91
H -0.82 0.89 7.93
C 0.92 0.36 4.59
C -0.33 0.97 4.72
C 0.94 0.12 6.96
H -9.58 -1.75 -2.91
C 3.64 -2.75 -0.28
C -6.77 0.49 0.07
N -0.94 1.15 5.89
H 6.17 -2.95 -2.04
O 0.47 -3.50 1.55
H -12.54 -1.63 0.96
H -6.95 1.17 2.11
C 4.43 -0.48 -6.27
H -0.86 1.31 3.85
H -7.75 0.04 0.01
H -10.28 -0.61 0.97
H 6.53 -4.60 -2.55
C -10.65 -1.11 0.08
H 2.74 -3.55 -2.04
H 3.33 6.95 -1.42
H 2.53 -0.55 5.67
H -1.97 1.62 1.18
C 3.91 6.63 -0.57
C 5.98 6.25 0.54
H 3.39 2.45 -4.94
P 2.08 -1.59 0.06
H 6.47 -3.51 0.26
C -11.92 -1.68 0.08
H 1.50 -5.39 -0.90
C 3.27 6.17 0.57
H 7.53 -4.74 -0.48
H 2.09 1.50 1.72
N 0.07 1.46 1.46
N 3.47 -0.80 -4.10
O 4.61 -4.31 -2.00
C -5.92 0.46 -1.02
C 5.24 5.80 1.64
C -12.36 -2.30 -1.08
C -1.10 3.55 1.53
H -1.09 -3.75 -0.80
H 4.21 -2.35 -5.22
B 0.78 -3.07 0.27
C -10.26 -1.74 -2.07
C 4.19 0.89 -6.19
N -4.24 1.66 0.19
```

For the gap between HOMO and LUMO, the calculation gives 4.34 eV. The LUMO energy comes out at 1.9 eV. Its charge is -1. The calculation puts the HOMO energy at -2.4330 eV.

---

ORCA calculation (ωB97M-V/def2-TZVPD) on a structure of composition C36H49CoN5P2Si at a distorted geometry.

Geometry as XYZ:
```
94
C36H49CoN5P2Si (ωB97M-V/def2-TZVPD)
H 0.90 -0.29 -0.56
C 2.55 -3.58 -3.51
H 2.37 -3.85 -2.48
C -1.21 1.85 1.16
H -2.23 1.44 1.24
H -1.72 3.80 -5.55
H -1.76 1.10 -5.46
H 1.46 -3.50 1.85
H -4.09 0.76 -4.90
H -3.46 -2.77 -2.63
H -2.76 -3.13 6.68
P 1.67 -1.02 -2.80
C 0.44 -0.03 5.35
C 3.02 -4.32 -4.59
C 1.50 3.32 1.21
C 1.23 -3.08 2.84
C 2.27 1.62 5.30
Si -1.98 -1.33 5.20
C -2.88 -2.03 3.68
H -3.37 -1.16 3.21
H -1.58 2.94 2.92
H 0.16 4.57 2.30
H -1.37 -0.81 -4.99
C 0.75 0.32 0.34
P -2.01 -0.28 -2.67
H 2.54 2.83 7.09
H 2.89 0.17 0.61
Co -0.64 -2.31 3.16
C 3.30 0.70 -4.40
C -1.81 -2.61 6.55
C 0.92 1.40 7.29
H 2.56 0.74 -5.20
N -3.51 -0.81 -3.51
C 1.52 0.61 4.68
H -1.51 -2.12 7.49
C 2.32 2.06 1.33
H -3.68 -2.65 4.09
H -2.44 2.42 -1.48
H -3.90 -0.33 6.19
H 3.07 2.10 4.75
C -2.21 2.51 -2.52
C -4.93 -2.41 -4.30
C 5.13 0.87 -3.07
C -0.88 -0.95 -4.01
H -1.02 -3.33 6.27
H 0.44 0.79 -3.81
C 2.63 -2.20 -5.29
C -5.13 -1.21 -5.07
C 0.52 -0.28 -4.03
C -3.93 -2.14 -3.37
H 0.41 -0.38 1.13
H 1.34 -3.87 3.61
C -1.86 3.19 -4.66
H 3.32 -5.36 -4.57
C 2.09 0.90 0.70
H 4.17 -0.28 -1.39
H 0.67 1.71 8.30
H -2.08 4.65 -2.99
H -2.53 0.66 6.68
H 0.83 3.23 3.25
H 3.33 -3.71 -6.74
H -0.11 2.08 -0.66
H -5.44 -3.35 -4.43
H 0.90 -0.37 -5.06
C -1.88 1.80 -4.64
H 1.09 3.43 0.20
N 2.31 -2.28 -3.92
C -0.85 2.71 2.13
C 3.04 -3.45 -5.72
C -2.97 0.12 5.83
H -0.80 -2.04 -3.86
C 4.16 0.16 -2.39
H 2.20 4.16 1.37
H 6.13 1.10 -2.73
H 5.07 1.76 -5.15
C 0.17 0.40 6.69
C -4.24 -0.26 -4.57
N 3.02 0.06 -3.19
N -0.34 -0.93 4.70
H -3.23 0.87 5.08
H 1.96 -2.28 3.07
C 1.97 2.03 6.61
N -2.10 1.37 -3.32
C -0.40 1.28 0.04
C 4.58 1.22 -4.35
H -2.33 -2.68 2.93
C -2.06 3.63 -3.32
H 1.72 0.35 3.63
H -0.69 -0.01 7.23
H 2.56 -1.27 -5.83
H -5.82 -1.07 -5.89
C 0.41 3.49 2.27
H 3.26 2.17 1.89
H -1.14 0.69 -0.54
```

For the gap between HOMO and LUMO (spin up / spin down), the calculation gives 7.06 / 6.17 eV. The LUMO energy (spin up / spin down) comes out at -0.1 / -1.0 eV. The value obtained for the energy above the lowest of the compared OMol25 structures with the same formula, charge and spin is 0.0000 eV. As for the multiplicity: 4. The calculation puts the HOMO energy (spin up / spin down) at -7.1645 / -7.1478 eV.